[1]
61
Properties=species:S:1:pos:R:3:forces:R:3:mulliken_charge:R:1 method="wB97M-V/def2-TZVPD" total_energy_ev=-155210.550 e_above_lowest_ev=0.405 total_charge=-2 gap_ev="4.028 / 4.101" max_force_ev_per_a=1.07 lumo_ev="4.5 / 4.4"
Zn -0.041364 1.224854 -0.850282 -0.2 0.3 0.1 -0.71
Se -7.596264 0.550154 -0.801882 0.6 0.0 0.0 -0.08
N -6.221664 -0.648046 -0.816882 -0.2 -0.7 0.0 -1.02
C -5.085864 0.046254 -0.829382 -0.8 0.4 0.0 0.88
C -3.797264 -0.564446 -0.835682 0.8 0.2 0.0 0.17
C -3.604864 -1.927946 -0.843782 -0.1 -0.1 0.0 -0.40
C -2.313764 -2.457746 -0.847382 0.2 0.0 0.0 -1.14
C -1.234864 -1.581446 -0.838882 0.2 -0.7 0.0 0.05
N -1.351064 -0.273346 -0.831782 -0.6 0.4 -0.1 -0.35
C -2.622464 0.295054 -0.831882 -0.4 -0.9 0.0 0.07
C -2.742764 1.660454 -0.832282 -0.6 0.8 0.0 0.19
N -1.592064 2.447254 -0.833182 -0.4 -0.6 -0.1 -0.55
C -1.709764 3.755254 -0.856582 0.0 0.8 0.0 0.05
C -2.922864 4.428554 -0.871882 0.3 0.0 0.0 -1.01
C -4.101464 3.676654 -0.855482 -0.1 0.1 0.0 -0.34
C -4.049864 2.302254 -0.839882 0.8 -0.1 0.0 0.17
C -5.212064 1.475954 -0.831582 -0.7 -0.5 0.0 0.77
N -6.450064 1.964654 -0.822182 -0.2 0.6 0.0 -1.02
H -4.469164 -2.577546 -0.847882 -0.1 0.0 0.0 0.47
H -2.144564 -3.523746 -0.860082 0.1 -0.1 0.0 0.40
H -0.219764 -1.965146 -0.833582 0.1 0.0 0.0 0.41
H -0.775464 4.309554 -0.864582 0.0 0.0 0.0 0.45
H -2.942664 5.507754 -0.898782 0.0 0.1 0.0 0.36
H -5.064164 4.166354 -0.857582 -0.1 0.0 0.0 0.47
C 0.510636 1.608654 2.130918 0.1 0.1 -0.2 -1.15
N 1.009536 1.285354 0.799918 0.3 0.0 0.3 0.12
C 1.972936 0.359354 0.723618 0.4 0.0 0.2 0.24
C 2.535136 0.694554 -1.670782 0.2 0.1 0.0 -0.56
C 3.556336 1.014054 -2.551082 0.3 0.0 0.1 -0.58
C 2.993836 1.814854 -3.557782 0.1 0.2 -0.4 -0.92
C 1.662136 1.943754 -3.243482 -0.5 0.3 -0.2 -0.51
N 1.375036 1.265854 -2.104182 0.6 -0.1 -0.4 0.50
C 0.233036 0.355454 2.914118 0.1 0.0 0.3 0.34
C 1.136836 -0.092946 3.871618 -0.1 0.1 0.0 -0.43
C 1.023336 -1.358246 4.418218 0.1 -0.1 0.2 -0.40
C -0.007464 -2.190146 4.025418 0.0 -0.1 0.1 -0.48
C -0.952164 -1.727646 3.123718 -0.1 -0.1 -0.1 -0.68
C -0.835664 -0.465546 2.572418 0.0 0.0 0.0 -0.16
H -0.409464 2.186954 1.994518 0.1 0.0 0.1 0.51
H 1.240736 2.238654 2.672118 -0.2 -0.1 0.0 0.31
H 2.250336 -0.121346 1.662718 -0.1 -0.2 -0.1 -0.24
H 4.589436 0.722054 -2.459382 0.1 -0.1 0.0 0.59
H 3.498936 2.250854 -4.407382 0.0 0.0 0.0 0.39
H 0.887636 2.488854 -3.759282 -0.1 0.0 -0.1 0.50
H 1.946036 0.554054 4.184718 0.1 0.1 -0.1 0.27
H 1.754236 -1.701646 5.139118 0.0 0.0 0.0 0.37
H -0.070564 -3.196546 4.416418 -0.1 -0.1 0.1 0.37
H -1.766164 -2.368946 2.822318 -0.1 0.0 -0.1 0.42
H -1.557164 -0.128446 1.844318 -0.1 0.1 -0.2 0.52
C 2.638836 -0.053646 -0.410282 -0.3 0.4 0.2 0.55
C 3.429836 -1.261346 -0.395482 0.3 -0.5 0.0 0.71
C 3.851736 -1.930846 0.771818 0.0 0.2 0.1 -0.37
C 4.540436 -3.124246 0.728018 0.1 -0.1 0.0 -0.69
C 4.866236 -3.716446 -0.483182 0.1 -0.2 -0.2 -0.42
C 4.485236 -3.066846 -1.652082 0.2 -0.3 0.1 -0.72
C 3.780636 -1.886246 -1.612282 -0.1 0.1 0.1 -0.54
H 3.649936 -1.505346 1.744118 -0.1 0.0 0.1 0.36
H 4.845836 -3.594846 1.657118 0.0 0.0 0.0 0.36
H 5.387836 -4.666046 -0.524382 0.1 0.0 0.0 0.35
H 4.745736 -3.491146 -2.615382 -0.1 -0.1 0.0 0.34
H 3.466336 -1.426446 -2.537482 0.0 0.0 0.0 0.42

[2]
21
Properties=species:S:1:pos:R:3:forces:R:3:mulliken_charge:R:1 method="wB97M-V/def2-TZVPD" total_energy_ev=-19797.341 e_above_lowest_ev=0.000 total_charge=-1 gap_ev=6.943 max_force_ev_per_a=3.60 lumo_ev=3.5
C -2.775442 -0.215720 1.966422 0.1 0.7 2.0 -0.55
C -2.324378 0.916126 1.344434 1.1 0.6 -2.0 -0.43
C -2.137256 -1.418197 1.796146 0.0 0.9 -1.5 -0.36
C -1.351272 0.794958 0.317195 -1.8 -1.0 1.4 -0.59
C -1.211019 -1.577952 0.817583 1.0 -1.3 -1.7 -0.47
C -0.809716 -0.466963 0.036099 0.4 0.3 0.4 0.84
C 4.116161 0.878498 -0.508945 0.0 1.5 0.6 0.54
C 0.797125 0.411634 -1.762192 2.9 2.2 -0.3 0.09
C 0.186378 -0.560640 -0.958731 1.1 -0.9 -1.7 0.22
N 3.308169 1.763557 -0.474049 1.5 -0.5 0.8 -0.46
O 1.823273 -0.042480 -2.718469 -1.7 -0.6 1.8 -0.53
O 5.059553 0.208726 -0.344561 0.3 -1.1 -0.2 -0.50
O 0.887203 1.692450 -1.668316 -1.9 -2.3 0.1 -0.84
F 0.667830 -1.929096 -1.183004 -0.5 1.5 -0.1 -0.45
H -3.471826 -0.158260 2.780272 -0.5 0.2 0.2 0.33
H -2.698030 1.921438 1.536449 -0.3 -0.3 0.1 0.34
H -2.460322 -2.237592 2.317834 -0.8 -2.0 1.3 0.45
H -1.236859 1.559703 -0.397116 0.7 1.1 -0.3 0.37
H -0.915239 -2.611806 0.463377 0.0 1.4 0.8 0.20
H 2.017521 -0.899651 -2.317233 0.3 -0.5 -0.6 0.35
H 2.528148 1.971265 -1.043194 -1.8 0.0 -1.0 0.43

[3]
13
Properties=species:S:1:pos:R:3:forces:R:3:mulliken_charge:R:1 method="wB97M-V/def2-TZVPD" total_energy_ev=-29457.120 e_above_lowest_ev=3.229 total_charge=-2 gap_ev="5.255 / 5.343" max_force_ev_per_a=2.49 lumo_ev="5.7 / 5.7"
C -2.097924 -0.233636 1.049703 -1.0 1.3 0.1 -0.78
C -0.863005 0.204346 0.756037 1.1 -0.7 2.0 0.39
C -0.298893 0.036004 -0.538235 1.6 -0.7 0.1 -0.77
O 2.402503 0.428340 0.134808 -1.8 0.4 -1.5 -0.50
O 1.164138 2.234505 -1.249146 0.0 -1.0 -0.1 -0.79
O 1.860043 -0.078290 -2.295525 -0.3 -0.2 -0.9 -0.72
P 1.344757 0.726013 -1.168368 0.2 1.7 1.8 0.94
S 0.975763 -2.536150 0.614222 -0.7 1.1 -0.6 -0.81
H -2.641619 -0.101536 2.001748 0.6 -0.2 -0.5 0.26
H -2.645981 -0.426529 0.155444 -1.0 -0.7 -0.3 0.22
H -0.245670 0.437991 1.653208 0.0 0.2 -1.1 0.26
H -1.087931 -0.184566 -1.271789 0.6 -0.2 -0.1 0.12
H 2.133818 -0.506494 0.157895 0.7 -0.9 1.0 0.19

[4]
12
Properties=species:S:1:pos:R:3:forces:R:3:mulliken_charge:R:1 method="wB97M-V/def2-TZVPD" total_energy_ev=-10255.500 e_above_lowest_ev=4.176 total_charge=+1 gap_ev=10.232 max_force_ev_per_a=4.15 lumo_ev=-5.8
C 0.054326 -0.841390 0.664421 -0.8 2.7 -0.4 0.42
C 0.971804 -1.733488 1.401740 -0.9 -0.5 1.2 0.14
C -0.334078 -1.139195 -1.978738 0.5 -0.8 1.9 0.52
N -0.947573 -0.508993 -2.723200 0.3 0.5 2.0 -0.14
N -0.628115 0.106574 0.780890 0.9 -1.1 -0.7 -0.17
O 2.142712 -1.569272 1.412418 -0.3 -0.5 0.0 -0.29
O 0.164364 -1.652182 -1.023698 0.6 -0.7 -0.8 -0.42
H 0.220967 -2.341957 1.981950 1.6 -0.6 0.3 0.29
H -1.808710 1.332966 2.077130 -0.3 -0.1 -0.4 -0.13
H -1.784832 1.629105 2.730430 0.0 0.4 0.8 0.14
H -1.221805 -0.409469 -3.610850 -1.3 0.6 -3.9 0.26
H -1.148565 0.776698 0.241740 -0.3 0.2 0.0 0.38

[5]
41
Properties=species:S:1:pos:R:3:forces:R:3:mulliken_charge:R:1 method="wB97M-V/def2-TZVPD" total_energy_ev=-107098.866 e_above_lowest_ev=0.109 gap_ev=9.112 smiles="CC[C@H]1CCCCN1C(=O)COC(=O)c1cc(Br)ccc1Cl" max_force_ev_per_a=0.59 lumo_ev=0.0
C 1.831984 -1.050890 5.874774 0.0 -0.2 0.0 -1.26
H 1.687194 -1.209193 6.940998 0.0 0.1 0.1 0.44
C 1.282989 -2.231661 5.084443 0.2 0.3 -0.2 -0.62
H 0.204872 -2.311377 5.247832 0.0 -0.1 0.0 0.26
H 1.739579 -3.156224 5.442894 -0.1 -0.1 0.0 0.40
C 1.573084 -2.125746 3.582321 0.1 -0.3 0.3 -0.51
N 0.994840 -0.915148 3.004482 0.1 -0.2 0.1 0.40
C 1.818602 0.116233 2.741183 -0.2 0.4 -0.2 1.09
O 2.978773 0.145066 3.099101 0.3 0.2 0.1 -0.65
C 1.231076 1.356336 2.047425 0.5 0.1 0.2 -1.07
H 0.570000 1.890862 2.734371 0.1 -0.1 -0.1 0.33
H 2.089498 1.989214 1.799375 -0.2 -0.2 0.1 0.36
O 0.454268 1.131229 0.875027 -0.3 0.1 0.0 -0.32
C 1.035331 0.420008 -0.102002 0.2 -0.1 -0.2 0.96
O 2.118159 -0.089942 -0.006282 -0.1 0.2 0.2 -0.56
C 0.157712 0.362468 -1.309139 0.0 -0.1 -0.2 -0.22
C -0.795922 1.359335 -1.502154 -0.1 0.0 -0.1 -0.23
C -1.596617 1.341969 -2.627193 -0.1 0.1 0.0 -0.18
C -1.471448 0.341486 -3.579932 0.0 0.2 0.1 -0.36
C -0.532267 -0.652817 -3.392251 0.1 0.0 0.2 -0.59
C 0.284566 -0.649528 -2.266852 -0.2 0.3 0.1 0.26
Cl 1.417013 -1.923225 -2.074549 0.1 -0.4 -0.2 -0.17
H -0.423373 -1.441440 -4.119209 0.0 -0.1 -0.1 0.46
H -2.101594 0.341516 -4.455763 0.0 0.0 -0.1 0.41
Br -2.888336 2.711478 -2.871594 0.1 -0.1 0.0 -0.18
H -0.896948 2.144035 -0.769062 0.0 0.0 0.0 0.56
C -0.387046 -1.047914 2.610730 -0.4 0.0 -0.2 -1.04
H -0.813942 -0.077106 2.364129 0.0 -0.1 0.1 0.49
C -0.527164 -2.028054 1.429508 0.2 0.1 0.0 -0.36
C 0.683621 -2.962528 1.394544 -0.1 -0.1 0.1 -0.64
C 1.055130 -3.356160 2.820502 0.1 0.1 -0.2 -1.05
H 0.174582 -3.767230 3.320515 0.0 -0.1 0.1 0.33
H 1.825380 -4.127157 2.816539 0.0 0.0 0.1 0.52
H 1.532607 -2.451689 0.935632 0.0 0.0 -0.1 0.23
H 0.457331 -3.844847 0.795040 0.0 0.0 -0.1 0.48
H -1.444676 -2.606092 1.552705 0.0 0.0 0.0 0.50
H -0.605343 -1.486776 0.485105 -0.1 0.0 0.0 -0.08
H -0.932131 -1.438930 3.475935 0.0 0.1 0.0 0.46
H 2.654518 -2.026669 3.443245 -0.2 -0.1 0.0 0.60
H 1.327257 -0.130036 5.592103 0.0 0.1 0.0 0.25
H 2.892958 -0.924425 5.678748 0.1 0.1 0.0 0.29

[6]
11
Properties=species:S:1:pos:R:3:forces:R:3:mulliken_charge:R:1 method="wB97M-V/def2-TZVPD" total_energy_ev=-8774.707 e_above_lowest_ev=2.987 gap_ev=10.392 smiles="OC1(O)C=NC1" max_force_ev_per_a=4.78 lumo_ev=0.6
C 0.454048 -0.175835 -1.680812 0.0 -0.5 -0.2 -0.43
C 1.017684 0.414695 0.204381 -0.4 -4.8 -0.3 -0.73
C -0.335847 -0.313592 -0.361507 1.6 2.4 0.4 1.14
N 1.457497 0.432749 -1.189469 1.1 0.0 -1.2 -0.46
O -0.582040 -1.497413 0.197655 -0.3 -2.5 0.7 -0.54
O -1.411624 0.545017 -0.325623 -1.5 0.3 -1.5 -0.55
H 0.277892 -0.422083 -2.776744 0.2 0.3 1.4 0.33
H 1.009329 1.358331 0.591233 -0.5 2.5 1.2 0.32
H 1.577687 -0.313041 0.921718 -0.6 1.3 -1.5 0.24
H -1.491894 -1.715875 0.461615 0.3 0.8 -0.4 0.35
H -1.728600 0.602991 -1.261229 0.0 0.2 1.3 0.34